Entry 1:
The following is a quantum chemistry calculation of a molecular structure, C37H61F3N2O6P2S2Si3Ta in a non-equilibrium geometry, from OMol25.

The LUMO energy comes out at -3.33 eV. As for the net charge: +1. The calculation puts the energy at -4711.8176 a.u. The HOMO-LUMO gap is 6.8 eV. The value obtained for the maximum force is 0.0370 Eh/bohr.

Structure (XYZ):
```
117
Properties=species:S:1:pos:R:3:lowdin_charge:R:1
Ta 0.03271 -0.20561 1.05952 1.39
S -0.14205 -2.57191 -0.22461 0.72
S 2.38514 -0.40783 -0.09896 0.67
P 0.05738 1.61657 -1.81651 0.47
P -2.20877 -0.22480 -1.78238 0.46
Si 5.38679 -2.31694 0.31535 0.55
Si -1.68541 1.27790 2.54466 0.54
Si 1.72011 1.48226 2.46598 0.54
F -1.20440 -6.81050 0.78535 0.14
F 0.58542 -5.66396 0.37200 0.14
F -1.19135 -5.38111 -0.83665 0.11
O -2.13694 -0.13389 -0.30605 -0.37
O -2.56514 -1.62121 -2.40918 -0.19
O 1.56720 1.84813 -2.15421 -0.19
O -0.05400 1.57739 -0.32246 -0.44
O -3.28438 0.80872 -2.30054 -0.16
O -0.80062 2.77914 -2.42795 -0.18
N 1.57698 -1.60203 2.00494 -0.20
N -1.20775 -2.26178 2.11711 -0.04
C -0.91726 -3.17734 1.16904 -0.68
C -2.19010 -3.94154 3.49447 -0.03
C 1.52616 2.61228 -4.50793 -0.03
C 5.83118 -4.11775 -0.01705 -0.17
C -0.61132 0.12525 -2.59101 -0.19
C 3.04198 0.63325 3.53168 -0.19
C 5.32359 -1.39705 -1.32315 -0.20
C 2.66851 -3.25762 3.30290 -0.03
C 1.61308 -2.41771 3.06912 -0.14
C -0.76064 4.09764 5.46947 -0.08
C -0.72229 2.40187 3.73222 -0.33
C -1.21540 -4.54114 1.39180 -0.12
C -0.75761 -5.59430 0.42114 -0.60
C 2.26636 1.82803 -3.43897 -0.39
C -1.85902 -4.91171 2.55353 0.03
C 3.74994 -3.22137 2.42280 -0.06
C -1.82585 -2.63952 3.23820 -0.14
C 6.67356 -1.52640 1.44610 -0.17
C -3.89121 0.74599 -3.62873 -0.42
C -0.95927 4.05895 -1.71233 -0.40
C -4.20314 -3.11372 -3.30165 -0.02
C -3.81782 -2.30416 -2.08148 -0.41
C 2.62896 -1.56495 1.15374 -0.76
C -1.41735 3.19201 4.65217 -0.10
C -3.43061 1.91738 -4.48049 -0.03
C -2.43376 4.40839 -1.69758 -0.03
C 0.62024 4.22132 5.38602 -0.08
C 2.54658 0.39706 -3.86570 -0.04
C 1.32211 3.43078 4.49076 -0.11
C 3.77296 -2.36206 1.33537 -0.23
C 2.61019 2.68016 1.29046 -0.22
C -0.11826 5.11499 -2.40243 -0.03
C -3.04345 0.39155 3.54355 -0.22
C -3.63271 -3.16257 -0.84498 -0.03
C 0.66923 2.51905 3.65608 -0.32
C -2.60457 2.49854 1.41316 -0.21
C -5.39936 0.75377 -3.45333 -0.03
H -5.76319 -0.17563 -3.01819 0.07
H -2.75830 4.71443 -2.69276 0.09
H 0.76834 -2.36190 3.74175 0.11
H -0.74068 0.23939 -3.66742 0.09
H 2.65986 -3.92033 4.15567 0.11
H -5.15227 -3.61751 -3.12302 0.10
H -0.60274 3.91282 -0.69295 0.12
H 4.60087 -3.86794 2.60595 0.11
H 0.55548 2.15740 -4.71700 0.08
H 3.47077 2.20223 0.82069 0.01
H -2.59706 5.23655 -1.00890 0.10
H -5.87440 0.89074 -4.42425 0.10
H -2.65830 -0.00014 4.48710 0.02
H -3.57796 -0.18920 -4.10095 0.13
H 1.14471 4.92703 6.01777 0.10
H 2.88031 -0.18921 -3.01159 0.05
H -3.02360 3.55298 -1.37188 0.07
H -1.31999 4.70741 6.16784 0.10
H -3.15507 1.97198 0.63107 0.01
H 5.04180 -4.62971 -0.57048 0.04
H -3.48341 -0.43235 2.97702 0.02
H 6.73932 -2.04929 2.40234 0.03
H -3.43765 -3.86411 -3.50053 0.10
H 6.74732 -4.17496 -0.60854 0.04
H 1.93533 3.00394 0.49694 0.00
H 6.44925 -0.47813 1.65330 0.03
H -2.70064 -4.19499 4.41121 0.11
H -2.35987 2.08154 -4.38138 0.06
H 5.08990 -0.34083 -1.19518 0.01
H 3.20585 2.32588 -3.20160 0.15
H -4.30517 -2.47627 -4.18068 0.08
H -2.49618 3.09579 4.73309 0.10
H 3.33408 0.39114 -4.61829 0.10
H -0.40007 5.18806 -3.45386 0.09
H -3.32131 -2.54848 0.00072 0.07
H -2.08795 -5.95305 2.73301 0.13
H -2.02144 -1.85415 3.95593 0.09
H -1.88707 3.16470 0.93403 0.01
H 7.65949 -1.56949 0.97751 0.04
H -4.57601 -3.65143 -0.60094 0.10
H -3.30615 3.11173 1.98221 0.04
H 3.76772 0.08275 2.92870 0.02
H -4.57089 -1.54006 -1.87394 0.12
H -3.94666 2.82973 -4.18195 0.09
H -5.68903 1.57846 -2.80157 0.10
H 6.00437 -4.67353 0.90637 0.03
H -3.66497 1.71463 -5.52520 0.09
H 1.36457 3.64477 -4.20323 0.07
H -3.84865 1.08895 3.78082 0.03
H 0.06185 -0.71195 -2.39017 0.05
H -2.87889 -3.92487 -1.03449 0.07
H 3.58880 1.38873 4.09988 0.03
H 4.57861 -1.83694 -1.98859 0.02
H -0.29824 6.07788 -1.92567 0.10
H 2.11499 2.60635 -5.42403 0.10
H 2.59654 -0.05882 4.24838 0.03
H 0.94517 4.88571 -2.32591 0.08
H 1.65709 -0.06723 -4.29595 0.08
H 2.40349 3.52060 4.44397 0.10
H 2.95582 3.56633 1.82759 0.03
H 6.29764 -1.47409 -1.81215 0.04
```

***

Entry 2:
The following is a quantum chemistry calculation of a molecular structure, C30H32ClN3PdSSi2 in a non-equilibrium geometry, from OMol25.

As for the spin multiplicity: 3. Its expectation value of S² is 2.05. The LUMO energy (alpha / beta) comes out at 0.39 / -1.54 eV. As for the net charge: 0. The calculation puts the energy at -2891.8123 a.u. The HOMO-LUMO gap (alpha / beta) is 6.6 / 6.2 eV. The value obtained for the maximum force is 0.0911 Eh/bohr.

Structure (XYZ):
```
70
Properties=species:S:1:pos:R:3:lowdin_charge:R:1
Pd 1.46075 -3.61280 -0.78963 0.66
Cl -4.60958 -1.85945 -2.20544 0.33
S -0.29864 -0.03563 -2.03530 0.72
Si -3.76362 -3.73928 -2.38478 0.30
Si 0.26030 -4.82394 -2.10503 0.55
N -1.44423 0.55553 0.29880 -0.09
N 0.48852 1.67311 -0.07118 0.06
N -2.29130 -0.52616 0.01429 0.00
C 0.92015 -5.79124 -3.60819 -0.26
C -3.98857 -5.82897 1.14389 -0.09
C -1.57872 -2.37907 -5.44314 -0.09
C -2.46762 -7.97119 -1.84545 -0.08
C 3.41996 -3.60942 0.43354 -0.18
C -1.82141 -6.80118 -2.26452 -0.10
C 2.01842 -1.79048 0.73189 -0.16
C -0.65468 -6.68933 -0.15087 -0.12
C -3.42332 -4.29064 -0.64070 -0.33
C -0.82466 -3.27654 -2.80533 -0.36
C 0.92568 -6.46262 -5.94372 -0.08
C -0.89457 -6.16943 -1.42306 -0.29
C 2.42231 -3.03922 1.29184 -0.19
C 1.96124 -7.89080 -4.27918 -0.09
C 1.65493 -6.94908 -3.29130 -0.11
C 0.11475 -2.61770 -3.73378 -0.22
C -2.47954 -3.12334 -4.67199 -0.15
C -4.17443 -5.36837 -0.16057 -0.11
C -3.04934 -5.20622 1.97552 -0.09
C -2.19153 -8.51777 -0.58843 -0.10
C -0.40720 0.74574 -0.56296 -0.89
C 0.58804 -5.53727 -4.94239 -0.08
C -2.19853 -3.51728 -3.37263 -0.30
C 3.59320 -2.73551 -0.69032 -0.18
C -2.52092 -3.63753 0.20931 -0.12
C 1.59031 -7.64727 -5.60780 -0.10
C -1.28790 -7.87268 0.25575 -0.09
C -2.29948 -4.12478 1.50118 -0.09
C 2.69912 -1.62293 -0.51216 -0.19
C -0.30004 -2.10640 -4.94618 -0.12
H -1.08138 -8.27809 1.24762 0.10
H -1.52653 -3.66430 2.12571 0.10
H -4.68371 -4.58679 -3.01619 -0.02
H -4.89721 -5.85602 -0.82119 0.10
H -0.92198 -2.67714 -1.87193 0.04
H 1.35953 -1.05823 1.19791 0.09
H 1.15553 -2.48224 -3.39593 0.09
H -2.88466 -5.58400 2.98657 0.10
H 0.08230 2.48891 0.38021 0.10
H 1.52582 -5.24486 -1.24139 0.04
H 4.29425 -2.87987 -1.50648 0.10
H -2.04332 -6.37279 -3.24887 0.11
H 2.61426 -0.75269 -1.15915 0.08
H 1.94602 -7.15055 -2.25575 0.10
H -1.88931 -2.00414 -6.41661 0.10
H 1.82400 -8.38327 -6.37929 0.10
H 2.47898 -8.81422 -4.00815 0.10
H 2.09276 -3.45578 2.24158 0.09
H -3.18970 -8.45679 -2.50385 0.10
H 0.37835 -1.47527 -5.52531 0.11
H -2.00011 -2.73334 -0.11955 0.06
H -2.50521 -0.49867 -0.99384 0.00
H -4.55509 -6.69309 1.49996 0.11
H 0.04345 -4.62909 -5.20511 0.08
H -3.14740 -0.42696 0.55243 0.09
H 1.27637 1.86895 -0.67547 0.08
H 0.65650 -6.25732 -6.98327 0.10
H -2.68768 -9.44027 -0.27072 0.10
H -1.30843 0.77715 1.27913 0.15
H 0.03167 -6.17060 0.52539 0.09
H -3.45354 -3.35695 -5.10664 0.10
H 3.98351 -4.52097 0.61655 0.10
```

***

Entry 3:
The following is a quantum chemistry calculation of C4H7NO2 in the gas phase, from OMol25.

The relative energy (zero: lowest compared OMol25 entry of this formula, charge and spin) is 802.4 kJ/mol. The LUMO energy comes out at -0.07 eV. As for the net charge: 0. The calculation puts the energy at -361.5752 a.u. The HOMO-LUMO gap is 8.5 eV. The value obtained for the maximum force is 0.0106 Eh/bohr.

Structure (XYZ):
```
14
Properties=species:S:1:pos:R:3:lowdin_charge:R:1
O -0.96024 2.01716 0.00943 -0.03
O -0.61171 -0.11931 -0.90620 -0.09
N -1.79685 -0.55029 -0.29482 -0.09
C 2.00576 -0.18772 0.14606 -0.14
C -0.01045 1.13354 -0.42154 -0.48
C -2.22242 -0.16100 0.83999 0.05
C 1.25712 1.06264 0.30845 0.10
H 1.50325 -0.87674 0.83496 0.11
H -3.17990 -0.64070 1.06497 0.04
H -1.37935 1.63144 0.81606 0.05
H 1.92896 -0.63771 -0.84628 0.08
H 3.04498 -0.08978 0.45432 0.06
H -2.19708 -1.21004 -0.97283 0.17
H 0.42103 1.58854 -1.34676 0.18
```

***

Entry 4:
The following is a quantum chemistry calculation of a molecular structure, C32H42F5N5O7SSi3TeTi, from OMol25.

As for the spin multiplicity: 3. The relative energy (zero: lowest compared OMol25 entry of this formula, charge and spin) is 53.3 kJ/mol. Its expectation value of S² is 2.03. The LUMO energy (alpha / beta) comes out at 3.45 / 3.45 eV. As for the net charge: -2. The calculation puts the energy at -4928.6955 a.u. The HOMO-LUMO gap (alpha / beta) is 3.6 / 6.6 eV. The value obtained for the maximum force is 0.0175 Eh/bohr.

Structure (XYZ):
```
97
Properties=species:S:1:pos:R:3:lowdin_charge:R:1
Te -1.84492 -2.00238 -0.43166 1.31
Ti 1.39080 0.58329 -0.38323 0.93
S 0.49251 2.87904 0.58715 0.74
Si -3.09104 -4.28303 1.83152 0.38
Si -4.11930 0.44445 0.40764 0.41
Si 4.09720 2.49793 0.81582 0.40
F -0.47519 4.63221 2.83327 0.07
F -1.22848 3.88120 5.28643 0.10
F 0.27865 0.09324 1.70377 0.00
F -1.19382 1.25976 6.01576 0.09
F -0.41755 -0.62267 4.18333 0.11
O 2.05024 1.23108 -2.02488 -0.18
O 4.36009 2.54687 -5.20565 -0.12
O 4.38427 1.59543 -3.20662 -0.08
O -1.93048 0.47646 -2.80566 -0.01
O 0.49583 3.29845 -7.70394 0.03
O -0.39990 0.56404 -1.22024 -0.30
O -1.45265 2.81663 -6.93645 0.02
N -0.23302 2.87720 -6.81534 -0.36
N 3.13150 1.05335 0.78658 -0.12
N 3.74771 2.08016 -4.18935 -0.40
N 1.40390 -1.53887 -2.43993 0.20
N 2.54117 -1.09148 0.57953 0.05
C 1.53118 -3.28543 0.32461 -0.06
C -0.81639 1.62185 4.77575 -0.15
C 3.81420 3.37081 2.46377 -0.17
C -3.68751 0.21791 2.22702 -0.18
C -3.39723 -6.12879 2.10336 -0.20
C 5.94316 2.11413 0.67830 -0.18
C 0.99965 -1.41396 -3.50745 -0.22
C -0.80458 0.80770 -2.43183 -0.60
C -3.79972 -1.11795 -0.59364 -0.57
C 3.72265 3.64142 -0.60441 -0.17
C -0.02894 2.40166 2.15830 -0.54
C -0.44275 1.91380 -4.59527 0.01
C -4.71002 -3.39061 2.16054 -0.18
C -0.05301 1.07575 2.58543 -0.21
C 0.37022 2.43030 -5.57435 -0.18
C -0.83732 2.95132 4.39688 -0.15
C -1.77583 -3.71863 3.04021 -0.19
C 2.35811 2.06690 -4.23700 -0.10
C 1.75330 2.51042 -5.42800 0.05
C -0.44980 3.32343 3.12641 -0.24
C 0.47148 -1.28663 -4.85884 -0.03
C -3.21624 1.92416 -0.26779 -0.17
C 4.71337 -2.05375 1.94848 -0.09
C 3.47061 -0.20907 1.05092 -0.42
C 3.73929 -2.93405 1.46612 -0.07
C -0.41733 0.67699 3.85309 -0.16
C -5.98153 0.75578 0.29482 -0.19
C 0.12707 1.48288 -3.38771 -0.09
C -2.53196 -4.00725 0.07318 -0.61
C 4.59509 -0.70250 1.76382 -0.03
C 2.65129 -2.40815 0.79267 -0.32
C 1.52026 1.59186 -3.15884 -0.24
H 2.67093 3.91633 -0.66335 -0.01
H -1.49197 -2.67944 2.86010 0.00
H -1.50647 1.81699 -4.73978 0.12
H -6.28400 0.92261 -0.74244 0.02
H -4.50806 -1.89783 -0.30244 -0.01
H -6.26330 1.64058 0.87324 0.02
H 4.30947 4.55918 -0.48493 0.03
H -3.44347 1.18950 2.66749 0.03
H -4.59682 -2.31204 2.05259 -0.01
H 0.65813 -3.12231 0.96215 0.04
H 5.32934 -0.01241 2.15016 0.08
H 0.55223 -2.23658 -5.38571 0.08
H 1.03074 -0.51684 -5.39216 0.09
H 4.45831 4.25004 2.56575 0.02
H 6.12308 1.37050 -0.10226 0.04
H -2.48036 -6.70155 1.93987 0.02
H -2.12953 -3.79686 4.07196 0.03
H 5.57020 -2.44465 2.48744 0.10
H 4.00751 3.15254 -1.54096 0.02
H -3.38471 2.03580 -1.34134 0.04
H -3.94900 -0.90438 -1.65329 0.00
H -0.87590 -4.33397 2.94959 0.03
H 1.25816 -3.03320 -0.69816 0.02
H 2.77305 3.69637 2.53033 0.00
H -4.15677 -6.50902 1.41499 0.02
H -3.29297 -4.30129 -0.65403 0.00
H -1.65295 -4.63044 -0.12684 -0.01
H 2.38345 2.89662 -6.20917 0.10
H -0.57254 -0.97880 -4.79804 0.09
H -2.81375 -0.42787 2.34241 0.00
H -3.55693 2.83266 0.23930 0.04
H -4.51016 -0.21036 2.80532 0.02
H 4.01523 2.69800 3.30324 0.02
H -3.73818 -6.32781 3.12360 0.02
H 6.44802 3.03428 0.36800 0.02
H -5.05749 -3.59224 3.17796 0.03
H -5.48824 -3.72333 1.46785 0.03
H 3.81494 -4.00103 1.62324 0.09
H 1.81124 -4.33768 0.38277 0.08
H -2.13779 1.84252 -0.12031 -0.01
H 6.40921 1.77751 1.60749 0.01
H -6.55019 -0.09474 0.68193 0.02
```